1.
DFT (ωB97M-V/def2-TZVPD) results for C43H60GeN7P3Pd as an isolated structure.

- charge = -1
- HOMO level (alpha / beta) (eV) = -2.394 / -4.799
- ⟨S²⟩ = 0.76
- spin multiplicity = 2
- HOMO-LUMO gap (alpha / beta) (eV) = 4.83 / 7.24

Structure (XYZ):
```
115
Properties=species:S:1:pos:R:3:forces:R:3
Pd -0.0030 0.5097 1.1903 -0.268 0.068 -0.093
C -0.7660 3.0542 -2.5201 -0.022 0.027 0.003
C -0.2199 3.7586 -1.2786 -0.160 -0.047 0.085
C -1.3312 4.5048 -0.5367 0.034 -0.046 -0.022
P 0.6264 2.5688 -0.1297 0.347 -0.239 0.248
C 1.8996 1.8879 -1.2993 -0.178 0.004 -0.076
N 1.4086 0.6817 -1.9421 0.029 -0.111 -0.110
Ge 0.2197 -0.5187 -0.9344 0.022 0.104 0.113
N 1.1387 -2.2662 -0.5949 -0.314 0.032 -0.102
C 1.3532 -2.6410 0.7924 0.108 0.090 -0.039
P 1.5082 -1.2070 1.9675 -0.380 0.190 0.014
C 0.8928 -1.9300 3.5680 0.174 -0.077 0.049
C 1.1909 -3.3956 3.8949 0.015 0.027 0.048
C 1.3152 -1.0077 4.7174 -0.015 -0.005 -0.025
C 3.3499 -1.0464 2.1405 0.010 0.008 -0.147
C 4.1300 -2.2301 2.7098 0.038 0.040 0.011
C 3.8870 -0.6602 0.7578 0.020 -0.039 0.023
C 0.7361 -3.2851 -1.4229 0.026 -0.156 0.025
C 0.7058 -4.6509 -1.0980 -0.041 0.024 -0.020
C 0.2104 -5.5835 -2.0048 -0.006 0.072 -0.042
C -0.2756 -5.1951 -3.2442 0.030 0.004 0.089
C -0.2348 -3.8448 -3.5911 -0.034 0.005 -0.047
C 0.2809 -2.9244 -2.7082 0.073 0.269 0.089
N 0.4194 -1.5072 -2.9814 0.192 -0.251 -0.577
C 1.7616 -1.1347 -3.4128 -0.265 0.006 0.125
C 2.5223 -1.8767 -4.2856 0.027 -0.059 -0.009
C 3.7821 -1.4215 -4.6729 0.027 0.066 0.041
C 4.2492 -0.2211 -4.1584 -0.070 -0.029 0.015
C 3.4933 0.5207 -3.2556 0.006 -0.057 -0.008
C 2.2263 0.0713 -2.8543 0.068 0.077 0.041
C -0.6345 -0.9319 -3.7967 0.066 -0.066 0.230
C -0.5959 -0.8707 -5.1713 0.042 0.038 -0.052
C -1.6642 -0.3243 -5.8798 -0.074 0.025 0.065
C -2.7579 0.1564 -5.1740 0.076 -0.034 0.036
C -2.7941 0.1156 -3.7841 0.052 -0.006 -0.008
C -1.7210 -0.4258 -3.0550 -0.146 0.033 -0.043
N -1.6272 -0.4762 -1.6904 0.241 -0.070 -0.082
C -2.6851 0.1674 -0.9369 0.004 -0.103 0.084
P -2.4119 0.1828 0.9018 0.373 -0.120 -0.019
C -3.2391 -1.3889 1.4549 0.054 -0.074 -0.092
C -4.7069 -1.6014 1.0907 -0.006 -0.007 0.029
C -2.3873 -2.5625 0.9560 -0.065 0.026 0.001
C -3.5091 1.5730 1.4516 -0.071 -0.041 0.082
C -4.7755 1.8857 0.6544 -0.022 0.018 0.035
C -3.8130 1.4013 2.9447 -0.016 0.001 -0.030
C 1.6360 3.7123 0.9451 0.064 0.009 -0.106
C 2.2634 4.9171 0.2438 0.013 -0.011 0.045
C 2.7020 2.9330 1.7201 0.013 0.015 -0.019
H -1.3260 3.7666 -3.1345 0.020 -0.025 0.015
H -1.4447 2.2429 -2.2522 0.024 0.035 -0.011
H 0.0214 2.6169 -3.1349 -0.004 0.004 0.023
H 0.5417 4.4733 -1.5996 0.007 0.024 -0.037
H -2.1551 3.8228 -0.3064 0.037 0.024 0.015
H -1.7313 5.3124 -1.1561 0.003 -0.025 0.008
H -0.9884 4.9402 0.4058 -0.016 -0.011 -0.039
H 2.8184 1.7086 -0.7294 0.047 0.048 -0.005
H 2.1383 2.6477 -2.0547 -0.011 0.000 -0.043
H 2.2556 -3.2574 0.8830 -0.014 -0.045 -0.030
H 0.5249 -3.2540 1.1682 -0.019 -0.036 0.014
H -0.1887 -1.8256 3.4498 -0.088 0.006 -0.033
H 2.2561 -3.5750 4.0470 -0.097 -0.005 0.000
H 0.8418 -4.0776 3.1189 -0.002 0.004 -0.019
H 0.6772 -3.6668 4.8227 0.018 -0.006 -0.026
H 2.3684 -1.1530 4.9714 0.001 -0.001 -0.015
H 0.7267 -1.2165 5.6142 0.029 -0.018 -0.023
H 1.1653 0.0427 4.4627 0.001 -0.036 0.000
H 3.4760 -0.1919 2.8120 0.025 0.049 0.007
H 3.9326 -3.1532 2.1589 0.010 0.027 0.019
H 3.9024 -2.4047 3.7609 0.025 0.018 -0.036
H 5.2041 -2.0314 2.6336 -0.030 -0.008 -0.002
H 3.7998 -1.4937 0.0539 0.005 0.039 0.026
H 4.9406 -0.3750 0.8197 -0.007 -0.015 -0.002
H 3.3265 0.1759 0.3389 0.022 -0.053 0.037
H 1.0633 -4.9830 -0.1327 -0.010 -0.018 -0.024
H 0.1970 -6.6314 -1.7265 0.001 0.022 0.003
H -0.6791 -5.9222 -3.9367 0.011 0.006 0.019
H -0.6161 -3.5132 -4.5502 0.030 0.021 0.037
H 2.1432 -2.8212 -4.6590 -0.033 0.023 0.022
H 4.3828 -2.0029 -5.3603 -0.008 0.020 0.016
H 5.2272 0.1445 -4.4506 -0.016 -0.001 0.008
H 3.8934 1.4381 -2.8449 0.006 -0.009 -0.023
H 0.2770 -1.2353 -5.7002 0.003 -0.012 0.053
H -1.6341 -0.2777 -6.9609 -0.008 0.009 0.030
H -3.5977 0.5850 -5.7091 0.008 -0.009 0.013
H -3.6500 0.5191 -3.2591 0.008 -0.010 -0.035
H -3.6493 -0.3108 -1.1463 -0.008 -0.001 -0.048
H -2.8042 1.2231 -1.2183 0.018 0.019 -0.023
H -3.1593 -1.3489 2.5456 0.025 0.000 0.036
H -4.8574 -1.6192 0.0084 0.003 0.009 0.031
H -5.3516 -0.8327 1.5154 0.004 -0.028 -0.011
H -5.0464 -2.5670 1.4797 0.014 0.025 -0.029
H -2.4478 -2.6560 -0.1327 0.005 -0.003 0.030
H -2.7267 -3.5032 1.3995 -0.011 0.022 -0.020
H -1.3370 -2.4163 1.2117 -0.051 0.014 0.011
H -2.8331 2.4276 1.3597 0.030 0.050 0.005
H -5.5046 1.0763 0.7063 0.014 0.019 -0.009
H -4.5692 2.0839 -0.3988 0.001 0.000 0.024
H -5.2485 2.7811 1.0695 0.004 -0.025 -0.020
H -4.5973 0.6549 3.1022 0.036 0.023 -0.006
H -4.1552 2.3446 3.3767 -0.003 -0.021 -0.023
H -2.9272 1.0874 3.5008 -0.010 0.023 -0.016
H 0.9054 4.0688 1.6758 -0.046 0.017 0.035
H 2.8970 4.6065 -0.5934 -0.022 0.012 0.037
H 2.8946 5.4655 0.9492 -0.006 -0.003 -0.027
H 1.5152 5.6143 -0.1345 0.022 0.002 -0.001
H 3.5792 2.7441 1.0937 -0.024 -0.011 0.019
H 2.3185 1.9780 2.0803 -0.033 -0.025 0.003
H 3.0306 3.5127 2.5867 0.011 0.002 -0.045
N -0.1640 1.7536 3.1599 0.096 0.186 0.153
C -0.5676 2.3118 4.0902 -0.280 0.134 0.346
C -1.1016 2.9694 5.2116 -0.018 0.105 -0.001
C -0.9520 2.4004 6.5035 -0.007 0.091 -0.306
N -0.8218 1.9208 7.5476 -0.009 0.019 -0.026
C -1.7999 4.1923 5.0264 0.163 -0.240 0.093
N -2.3651 5.1902 4.8727 0.015 -0.078 -0.031
```
Positions in Å, forces in eV/Å.

Mulliken atomic charge list, values in e, 8 entries: number 1, Pd, carries -0.91; number 2, C, carries -1.83; number 3, C, carries 0.02; number 4, C, carries -1.52; number 5, P, carries 1.29; number 6, C, carries -3.41; number 7, N, carries 1.13; number 8, Ge, carries 1.24

=====

2.
DFT (ωB97M-V/def2-TZVPD) results for C43H62BCl2F4InN6O4PS as an isolated structure.

- charge = +1
- energy relative to the best compared isomer or geometry (same formula, charge and spin) (kJ/mol) = 11.7
- HOMO level (eV) = -9.821
- HOMO-LUMO gap (eV) = 7.24

Structure (XYZ):
```
125
Properties=species:S:1:pos:R:3:forces:R:3
In -0.1537 0.3047 -1.0059 0.110 0.361 0.072
C 3.9118 0.6009 2.8427 0.026 0.023 -0.034
C 5.1501 -0.0734 2.2589 -0.028 -0.012 0.024
C 5.5424 -1.2897 3.1041 -0.034 -0.012 -0.010
C 5.1326 -0.3933 0.7669 0.011 0.013 0.004
C 6.3370 -0.1958 0.0932 0.004 0.011 -0.005
C 6.4844 -0.4735 -1.2527 0.002 0.003 0.000
C 5.4007 -0.9453 -1.9714 0.041 -0.009 -0.010
C 4.1751 -1.1575 -1.3556 -0.042 -0.008 0.029
C 3.0037 -1.6668 -2.1782 -0.024 0.016 -0.006
C 2.7632 -0.8026 -3.4176 0.012 0.009 0.006
C 3.1860 -3.1378 -2.5597 -0.018 0.009 0.003
C 4.0614 -0.9027 0.0201 -0.034 0.051 -0.085
N 2.7771 -1.1321 0.6075 0.045 0.035 0.139
C 2.5153 -2.2771 1.0735 -0.070 -0.075 -0.043
C 1.1538 -2.5797 1.6752 -0.065 -0.031 0.115
N 0.1152 -1.9431 1.3247 0.323 0.017 0.030
C -1.1339 -2.2396 1.9198 -0.153 0.022 -0.189
C -2.0189 -3.1535 1.3143 -0.048 -0.045 0.015
C -3.2739 -3.3130 1.9002 0.005 0.032 -0.001
C -3.6595 -2.6024 3.0276 0.015 -0.021 -0.027
C -2.7773 -1.7001 3.5918 0.020 0.018 0.018
C -1.5098 -1.4990 3.0497 -0.050 0.052 0.021
C -0.5798 -0.4784 3.6824 0.018 -0.042 0.022
C -0.2639 -0.8256 5.1384 -0.014 0.017 -0.004
C -1.1682 0.9289 3.5670 -0.005 0.014 0.005
C -1.7111 -4.0280 0.1022 0.020 -0.009 0.029
C -0.8653 -5.2533 0.4628 0.011 0.017 -0.009
C -1.1171 -3.3101 -1.1063 0.005 0.022 -0.019
C 1.3444 -3.7567 2.5503 -0.008 0.002 0.022
C 0.5544 -4.4205 3.4509 0.021 -0.002 0.009
C 1.0618 -5.5993 4.0488 0.004 0.010 0.005
C 2.3004 -6.1027 3.7369 0.006 -0.004 0.007
C 3.1341 -5.4389 2.8021 -0.006 -0.011 -0.011
C 4.4216 -5.8409 2.3646 0.006 0.001 0.009
C 5.1084 -5.0901 1.4440 -0.001 0.007 0.003
C 4.5889 -3.8855 0.9087 0.014 0.013 0.026
C 3.3481 -3.4762 1.3171 0.021 -0.004 0.010
C 2.6286 -4.2642 2.2450 -0.001 -0.002 0.008
H 4.1253 0.9037 3.8701 0.011 0.019 -0.011
H 3.0584 -0.0783 2.8845 -0.031 0.023 -0.007
H 3.6462 1.4935 2.2757 -0.087 -0.029 -0.031
H 5.9563 0.6577 2.3625 0.028 -0.031 0.016
H 4.7260 -2.0134 3.1613 0.006 -0.007 -0.017
H 5.7796 -0.9759 4.1224 -0.012 -0.007 -0.001
H 6.4156 -1.7973 2.6922 -0.001 -0.007 -0.003
H 7.1780 0.2009 0.6502 0.003 -0.012 -0.003
H 7.4328 -0.3001 -1.7435 0.004 -0.007 0.002
H 5.5070 -1.1463 -3.0304 -0.011 0.009 0.002
H 2.1043 -1.6019 -1.5623 -0.014 0.011 0.024
H 3.5558 -0.9347 -4.1565 -0.006 0.005 0.002
H 2.7196 0.2558 -3.1572 -0.018 0.014 0.003
H 1.8199 -1.0814 -3.8943 0.018 -0.013 -0.005
H 4.0863 -3.2703 -3.1635 -0.002 -0.007 -0.001
H 2.3334 -3.4900 -3.1447 0.008 0.002 -0.006
H 3.2770 -3.7736 -1.6771 0.005 -0.002 0.000
H -3.9645 -4.0198 1.4543 0.005 -0.003 0.011
H -4.6402 -2.7537 3.4586 0.000 -0.001 -0.003
H -3.0733 -1.1413 4.4718 0.006 -0.003 0.001
H 0.3612 -0.4841 3.1338 -0.006 0.023 -0.017
H -1.1572 -0.7673 5.7634 0.005 -0.013 0.004
H 0.4730 -0.1302 5.5437 -0.008 0.003 0.005
H 0.1418 -1.8346 5.2225 0.005 0.000 -0.003
H -2.1067 1.0080 4.1205 -0.003 0.012 -0.005
H -1.3596 1.1844 2.5196 0.032 0.044 -0.021
H -0.4727 1.6652 3.9781 0.000 0.001 -0.008
H -2.6877 -4.4039 -0.2157 0.008 -0.018 -0.004
H 0.1724 -4.9782 0.6558 -0.025 -0.026 -0.020
H -0.8705 -5.9612 -0.3675 -0.005 0.002 -0.005
H -1.2511 -5.7620 1.3473 0.010 -0.002 -0.001
H -0.1069 -2.9472 -0.9175 0.010 -0.008 -0.014
H -1.7334 -2.4647 -1.4123 -0.013 0.067 -0.018
H -1.0679 -4.0090 -1.9448 -0.011 0.014 -0.002
H -0.4416 -4.0776 3.6985 0.014 0.000 0.022
H 0.4445 -6.1234 4.7663 0.001 0.001 0.001
H 2.6474 -7.0135 4.2093 -0.004 -0.004 -0.010
H 4.8618 -6.7484 2.7593 -0.004 -0.001 -0.001
H 6.0872 -5.4181 1.1201 0.000 -0.001 0.000
H 5.1753 -3.3091 0.2053 0.003 -0.010 -0.003
O 1.1334 1.2451 1.0933 -0.076 0.007 -0.222
H 1.6024 0.4194 1.3228 -0.012 0.019 -0.089
H 1.7471 1.6563 0.4493 0.019 0.035 0.369
O -3.1033 -0.0762 0.3076 0.016 -0.232 0.099
H -3.4206 -0.9876 0.2472 0.026 -0.029 -0.019
H -2.5887 -0.0670 1.1258 0.004 -0.025 0.054
Cl -2.4700 -0.6731 -3.5581 -0.057 0.065 -0.091
C -2.9724 -2.1913 -4.3192 -0.004 -0.025 0.091
Cl -4.2939 -2.9653 -3.4339 0.006 -0.013 0.017
H -2.1237 -2.8642 -4.3200 0.003 -0.007 -0.016
H -3.3112 -1.9692 -5.3232 -0.015 0.001 -0.002
F 1.3490 4.2793 -0.7559 -0.085 0.030 0.100
B 2.3911 3.3506 -1.0663 0.097 0.033 -0.006
F 1.7714 2.1144 -1.4658 -0.152 -0.002 -0.140
F 3.1826 3.8355 -2.0664 -0.038 -0.059 0.135
F 3.0712 3.0613 0.1339 -0.024 0.103 -0.074
C -0.3024 3.9300 -3.6385 0.050 0.031 -0.012
N -1.3778 4.7861 -4.1149 -0.016 -0.037 -0.017
C -1.2340 6.0959 -4.5348 -0.005 -0.029 0.014
C -2.4500 6.5363 -4.9115 -0.004 0.018 0.038
N -3.3205 5.4834 -4.7093 0.046 -0.023 0.000
C -2.6639 4.4080 -4.2244 0.072 0.096 0.162
S -3.3364 2.8870 -3.8895 -0.074 -0.182 -0.152
H 0.5224 4.5564 -3.3104 -0.008 -0.009 0.025
H 0.0325 3.2671 -4.4357 -0.028 -0.011 -0.003
H -0.6628 3.3470 -2.7973 0.011 0.012 0.026
H -0.2801 6.5909 -4.5225 -0.005 0.001 0.015
H -2.7696 7.4911 -5.2854 0.003 -0.010 -0.013
H -4.3059 5.4648 -4.9033 -0.014 0.002 0.003
N -4.0640 2.1642 -0.9314 0.049 0.232 0.016
C -3.7568 3.1082 0.1817 -0.051 0.057 -0.061
P -2.0140 3.6664 -0.0873 -0.085 0.051 -0.092
O -2.0359 4.8223 -1.0037 0.065 -0.025 -0.053
O -1.2332 2.4041 -0.3618 -0.030 -0.199 0.162
C -1.4320 4.2552 1.5727 -0.038 -0.016 -0.061
N 0.0394 4.0216 1.6311 0.215 -0.314 -0.155
H -3.5489 1.2870 -0.7707 -0.059 -0.047 0.070
H -3.7610 2.5648 -1.8597 -0.004 0.048 -0.187
H -5.0579 1.9574 -0.9977 0.003 -0.029 0.033
H -3.9229 2.5933 1.1271 0.033 -0.021 0.002
H -4.4216 3.9657 0.0992 -0.011 -0.009 0.043
H -1.8908 3.7353 2.4118 -0.020 -0.027 0.007
H -1.6220 5.3237 1.6464 0.032 -0.009 0.042
H 0.5214 4.3641 0.7731 0.081 -0.017 -0.086
H 0.2537 3.0080 1.6397 -0.008 0.000 -0.030
H 0.4703 4.4475 2.4478 0.032 0.036 0.003
```
Positions in Å, forces in eV/Å.

Mulliken atomic charge list, values in e, 8 entries: number 1, In, carries 2.09; number 2, C, carries -1.17; number 3, C, carries 0.47; number 4, C, carries -1.39; number 5, C, carries 1.07; number 6, C, carries -0.94; number 7, C, carries -1.69; number 8, C, carries -0.22

=====

- Which of these has the lowest charge?
  C43H60GeN7P3Pd

=====

- Number 2 is which compound?
  C43H62BCl2F4InN6O4PS

=====

- The lowest charge belongs to which entry?
  C43H60GeN7P3Pd